(1)
Molecular formula: C6H11NO
Method: DFT, ωB97M-V with the def2-TZVPD basis set

Properties
E_HOMO   -0.346 Eh
Kohn-Sham gap   10.35 eV
Molar mass   113.16 g mol⁻¹
Relative energy (zero: lowest compared OMol25 entry of this formula, charge and spin)   66.9 kcal/mol
E   -365.1249 Eh

The geometry in ORCA input format:
```
! wB97M-V def2-TZVPD RIJCOSX def2/J DEFGRID3
* xyz 0 1
C -0.285 -0.501 -1.047
C -0.632 0.715 -0.176
C 1.159 -0.962 -0.820
C -0.723 0.491 1.295
N -0.569 -0.146 -2.438
C 0.728 1.970 2.483
C -0.794 -0.644 1.971
O 1.671 2.107 1.845
H -0.969 -1.318 -0.793
H 0.045 0.606 -2.736
H -0.388 -0.937 -3.048
H -0.667 1.489 2.103
H -1.590 1.113 -0.525
H 0.113 1.499 -0.365
H 1.380 -1.846 -1.421
H 1.339 -1.205 0.226
H 1.855 -0.171 -1.108
H -0.821 -1.618 1.502
H -0.854 -0.644 3.053
*
```

=====

(2)
Molecular formula: C6H11NO
Method: DFT, ωB97M-V with the def2-TZVPD basis set

Properties
E_HOMO   -0.285 Eh
Kohn-Sham gap   8.62 eV
Molar mass   113.16 g mol⁻¹
Relative energy (zero: lowest compared OMol25 entry of this formula, charge and spin)   117.1 kcal/mol
SMILES string   C[C@H]1[C@H]2[C@]1(N)[C@@]2(C)O
E   -365.0448 Eh

The geometry in ORCA input format:
```
! wB97M-V def2-TZVPD RIJCOSX def2/J DEFGRID3
* xyz 0 1
C -1.623 -1.335 1.423
C 2.006 1.272 -0.981
C -1.039 -0.947 0.095
C -0.230 0.400 0.028
N -0.150 1.261 1.183
C 0.423 -0.931 -0.119
C 0.724 0.517 -1.071
O -1.915 -1.294 -0.976
H -1.616 -0.964 -1.835
H 0.571 0.962 1.832
H 0.028 2.225 0.920
H 0.807 -1.683 -0.798
H 0.329 0.398 -2.072
H -1.915 -2.388 1.410
H -0.912 -1.179 2.236
H -2.517 -0.738 1.623
H 2.725 0.899 -1.715
H 1.844 2.335 -1.194
H 2.459 1.191 0.011
*
```

=====

(3)
Molecular formula: C6H11NO
Method: DFT, ωB97M-V with the def2-TZVPD basis set

Properties
E_HOMO   -0.284 Eh
Kohn-Sham gap   8.63 eV
Molar mass   113.16 g mol⁻¹
Relative energy (zero: lowest compared OMol25 entry of this formula, charge and spin)   63.9 kcal/mol
SMILES string   CC(C)=C(N)/C=C/O
E   -365.1296 Eh

The geometry in ORCA input format:
```
! wB97M-V def2-TZVPD RIJCOSX def2/J DEFGRID3
* xyz 0 1
C 0.277 -0.180 -1.679
C 0.940 -1.672 0.246
C 0.357 0.765 0.703
C 0.281 -0.378 -0.178
N 1.427 1.078 1.517
C -1.697 0.249 0.192
C -0.903 1.324 0.698
O -2.702 0.437 -0.720
H -2.512 1.235 -1.228
H 1.236 1.418 2.446
H 2.250 0.503 1.447
H -1.907 -0.637 0.775
H -1.239 2.321 0.960
H 1.297 -0.253 -2.079
H -0.319 -0.949 -2.181
H 1.992 -1.723 -0.067
H -0.123 0.795 -1.955
H 0.906 -1.812 1.329
H 0.440 -2.522 -0.226
*
```

=====

(4)
Molecular formula: C6H11NO
Method: DFT, ωB97M-V with the def2-TZVPD basis set

Properties
E_HOMO (alpha / beta)   -0.247 / -0.262 Eh
Kohn-Sham gap (alpha / beta)   6.89 / 7.74 eV
Molar mass   113.16 g mol⁻¹
Relative energy (zero: lowest compared OMol25 entry of this formula, charge and spin)   115.1 kcal/mol
E   -365.0480 Eh

The geometry in ORCA input format:
```
! wB97M-V def2-TZVPD RIJCOSX def2/J DEFGRID3
* xyz 0 1
C 0.350 0.490 -0.992
C 0.214 1.942 -1.271
C -1.110 -1.472 -0.372
C 1.278 -0.302 0.619
C -0.466 -0.171 0.064
N 1.279 -1.416 1.404
C -1.179 0.631 0.973
O 2.295 0.366 0.670
H 0.990 -0.075 -1.667
H 0.453 -1.943 1.618
H 2.132 -1.694 1.863
H -0.554 2.448 -0.674
H 1.116 2.518 -1.033
H -0.017 2.119 -2.324
H -1.642 -1.939 0.461
H -1.827 -1.266 -1.167
H -0.373 -2.174 -0.766
H -2.219 0.433 1.186
H -0.721 1.505 1.407
*
```